# 1
30
Properties=species:S:1:pos:R:3:forces:R:3 method="wB97M-V/def2-TZVPD" homo_ev=-7.7 spin_multiplicity=1 mol_weight_da=192.2 lumo_energy_ev=0.17 orbital_gap_ev=7.83
C -1.53568 1.28673 -0.04921 0.1 -2.3 2.4
C -0.21544 1.76028 0.47434 -0.2 0.3 0.0
C -2.22840 2.46399 -0.63159 1.4 0.9 -1.4
C 0.83497 1.32726 -0.19507 2.4 1.5 -0.4
C -0.64456 3.01202 -2.31368 1.4 -1.3 -0.7
C 0.11536 1.85728 -2.40873 0.6 0.1 -1.0
C -1.74430 3.43500 -1.49304 1.0 -5.0 1.7
C 0.51081 0.64176 -1.51152 0.2 0.2 1.3
C 0.67560 -0.83357 1.85219 0.6 2.5 -0.5
C -0.72730 -2.78384 0.90231 1.3 1.8 -2.5
C 1.30338 -2.24529 -0.26630 2.9 -0.1 0.1
C 0.22180 -1.57085 0.57993 0.8 -1.3 0.2
P -0.61468 -0.72113 -0.81351 -2.8 3.3 -2.0
H -2.02120 0.79946 0.87797 -0.1 1.1 -1.6
H -0.28990 2.47796 1.29098 0.6 -0.2 0.0
H -3.15929 2.78213 -0.33151 -2.3 -0.1 1.5
H 1.94534 1.60979 -0.10046 -1.9 -0.2 0.5
H -0.32242 3.60101 -3.14530 -0.4 0.9 -0.3
H 0.75386 1.97170 -3.33868 -0.5 -0.7 1.3
H -2.32749 4.28972 -1.54139 -0.6 1.7 -0.8
H 1.43794 0.14865 -1.77143 0.1 0.2 -1.1
H 1.64710 -0.27542 1.86170 -0.5 -0.8 -0.8
H 0.03707 -0.01649 2.21455 -0.5 0.0 -1.0
H 0.69078 -1.30327 2.77447 0.2 -2.5 1.4
H -0.31375 -3.16764 1.75864 0.3 -1.5 2.1
H -0.79361 -3.46874 0.05065 0.3 0.0 0.4
H -1.63962 -2.32276 0.94978 -2.9 0.4 1.1
H 0.94189 -2.81799 -1.11770 -0.5 0.3 -0.1
H 2.00312 -1.49527 -0.62253 0.1 0.3 -0.5
H 2.06911 -2.95946 0.15694 -1.2 0.4 0.7



# 2
50
Properties=species:S:1:pos:R:3:forces:R:3 method="wB97M-V/def2-TZVPD" homo_ev="-11.0 / -10.7" spin_multiplicity=2 mol_weight_da=519.0 lumo_energy_ev="-1.01 / -8.22" orbital_gap_ev="10.02 / 2.45"
K 14.71505 11.82920 -6.77076 0.0 -0.2 -1.0
B 11.74092 11.93615 -7.86408 -1.1 -1.3 -0.9
F 12.47024 10.74917 -7.96682 -0.1 -0.8 0.1
F 12.51692 12.86750 -8.47930 0.6 1.7 -0.6
F 10.42917 11.84567 -8.39012 0.8 0.1 0.2
F 11.64439 12.22906 -6.50359 0.1 0.7 1.8
B 15.66555 8.66231 -6.28472 -1.4 -2.7 -0.2
F 15.17213 9.09750 -7.51043 0.6 0.9 0.0
F 16.24940 7.41465 -6.36432 0.6 -0.8 -0.7
F 16.51981 9.45176 -5.60427 1.2 2.6 0.5
F 14.53469 8.44425 -5.45046 -1.1 0.7 0.9
C 12.60895 9.50287 -2.77318 0.3 1.0 -0.7
C 13.51873 10.71758 -2.49205 0.1 -1.6 -1.0
C 13.93940 11.57257 -3.65481 1.8 -0.7 -1.7
O 13.85814 12.91202 -3.20167 -1.0 0.7 1.1
C 13.13234 12.88426 -2.08951 1.0 0.8 -1.1
O 12.95560 13.89545 -1.40201 -0.2 -1.6 -0.3
O 12.72251 11.64586 -1.83739 -1.4 2.0 2.7
H 13.25235 8.83190 -3.34232 -0.2 -0.4 -0.1
H 11.83012 9.92195 -3.41029 -0.1 -0.4 -0.2
H 12.12214 9.05318 -1.90779 0.5 0.1 0.1
H 14.41924 10.41157 -1.95956 -0.1 0.1 0.7
H 13.30496 11.42068 -4.52804 -0.6 0.2 0.0
H 14.97272 11.46450 -3.98443 0.0 -0.5 0.2
C 21.21931 13.51915 -6.38558 1.1 0.4 0.6
C 19.82013 13.09945 -6.09440 1.7 1.3 -0.3
C 18.94514 14.26366 -5.81932 0.2 0.6 1.1
O 17.70520 13.75094 -6.29005 -0.7 -0.2 -0.2
C 18.02835 12.84607 -7.27407 -2.8 -0.3 -1.9
O 17.25741 12.34279 -8.06774 0.4 1.0 1.7
O 19.30505 12.63932 -7.29903 0.6 -1.3 -1.0
H 21.61021 14.02020 -5.50002 0.6 -0.8 0.4
H 21.36032 14.34938 -7.07764 -0.9 -0.2 -0.6
H 21.78916 12.68391 -6.79270 0.3 0.1 0.6
H 19.66770 12.33559 -5.33192 0.4 -0.1 0.1
H 19.22419 15.19964 -6.30322 -0.1 -0.2 -0.7
H 19.03448 14.51627 -4.76276 -1.0 -0.3 0.2
C 10.71171 16.07341 -3.85607 -0.6 0.1 -0.5
C 11.10439 15.00041 -4.87812 -1.8 -0.2 3.1
C 11.14298 15.45617 -6.27428 -2.1 0.8 -0.7
O 12.43655 15.22651 -6.67630 1.8 0.3 -0.3
C 13.15677 14.83924 -5.63175 3.7 -1.8 -2.3
O 14.35061 14.50692 -5.76151 -2.6 0.8 1.0
O 12.42970 14.70887 -4.55552 1.6 -0.5 0.8
H 10.62617 15.71446 -2.83043 0.2 -0.2 -0.1
H 9.74908 16.50910 -4.12368 -0.1 0.0 0.0
H 11.46276 16.86230 -3.89686 0.0 0.1 0.0
H 10.55558 14.07461 -4.70550 -0.2 0.0 -0.3
H 10.90928 16.52004 -6.23362 0.1 0.2 -0.7
H 10.45613 14.92042 -6.92951 0.0 0.1 0.0



# 3
45
Properties=species:S:1:pos:R:3:forces:R:3 method="wB97M-V/def2-TZVPD" homo_ev=-0.7 spin_multiplicity=1 mol_weight_da=624.9 lumo_energy_ev=2.68 orbital_gap_ev=3.34 total_charge=-2
O -16.13879 8.90070 13.19516 0.3 0.1 0.4
V -15.10483 8.65215 14.35420 -0.7 -0.7 0.9
O -15.91597 8.04925 15.62531 1.3 1.1 -1.6
O -13.46118 12.16986 15.27030 0.7 0.0 -1.3
C -12.89003 12.89437 14.20337 -2.7 -0.6 1.8
C -11.88421 12.24696 13.26167 2.8 -4.0 0.1
O -11.93730 10.85120 12.91504 -1.4 2.2 0.1
H -12.47947 13.77855 14.69097 1.0 0.4 -0.3
H -13.70141 13.28984 13.59233 -0.6 0.1 -0.6
H -10.94159 12.23991 13.80897 0.5 0.3 1.0
H -11.54137 12.84663 12.41848 -1.0 0.7 -0.7
C -16.35231 3.79390 12.36027 -0.3 0.5 0.0
C -14.84338 3.78228 12.75526 0.5 2.4 0.0
O -14.16221 4.96992 13.05321 -1.3 -0.4 0.2
H -16.68397 4.63536 11.75196 0.5 0.2 -0.4
H -17.04654 3.84572 13.19899 0.2 -0.1 0.5
H -16.59563 2.88609 11.80820 0.0 -0.3 -0.1
H -14.31299 3.41420 11.87702 0.1 -1.1 -0.3
H -14.83494 3.11465 13.61683 0.4 -0.9 0.2
C -14.30000 4.07062 18.91795 -0.1 0.0 -1.4
N -13.65205 5.04589 19.81463 -0.7 -0.3 0.6
O -12.46195 4.93093 19.98363 0.4 0.3 0.1
O -14.38566 5.84302 20.37532 0.4 -0.1 -0.2
H -14.80993 4.63922 18.14029 -0.3 0.1 0.2
H -15.02028 3.46287 19.46564 0.3 0.1 0.1
H -13.53481 3.51066 18.38032 0.0 -0.2 0.5
C -17.01692 7.78749 6.35796 -0.9 -0.9 -0.9
C -16.39554 8.01559 7.55194 1.1 -0.1 -0.7
C -15.13216 7.41865 7.73724 0.1 0.3 1.3
C -14.59637 6.54224 6.82181 -1.1 0.5 -0.5
C -15.33027 6.28622 5.66302 2.1 -1.4 -0.7
C -16.50073 6.88629 5.39697 -1.4 1.6 0.9
N -13.24210 5.98863 6.97065 1.5 0.3 0.9
O -12.74292 5.31617 6.06264 -1.0 0.6 0.7
O -12.63381 6.30220 7.99602 -0.9 -0.5 -1.3
H -17.98648 8.21516 6.14953 0.0 0.3 0.0
H -16.80834 8.76446 8.21163 0.2 -0.3 0.4
H -14.58806 7.65299 8.64026 0.2 -0.1 0.1
H -14.87776 5.63330 4.93135 0.0 -0.2 0.0
H -17.03958 6.76807 4.46849 0.1 -0.3 0.0
C -17.17687 14.38287 9.85601 0.1 -0.4 -0.9
Br -15.83397 13.70270 8.53662 -0.7 0.6 1.0
Br -18.96467 14.16877 9.02415 0.7 0.4 0.5
Br -16.79508 16.20017 10.49993 -0.3 -1.1 -0.5
H -17.18323 13.67551 10.68528 0.2 0.4 -0.1



# 4
47
Properties=species:S:1:pos:R:3:forces:R:3 method="wB97M-V/def2-TZVPD" homo_ev=-3.8 spin_multiplicity=1 mol_weight_da=452.4 lumo_energy_ev=1.88 orbital_gap_ev=5.72 total_charge=-1
Ca -1.69401 -1.30365 -0.30246 0.2 -1.3 -3.1
O -2.55258 -3.09206 -1.29632 0.1 0.1 1.7
H -3.09407 -3.60104 -0.67666 -0.1 -0.2 -0.3
N -3.44190 -0.20891 -3.10447 -1.6 -2.1 -0.5
O -3.94702 0.81648 -3.61525 0.8 0.3 0.7
O -2.90128 -0.18361 -1.94781 0.0 1.2 -0.1
O -3.59615 -1.31003 -3.65687 0.5 1.2 0.3
N 0.28470 -2.17512 -3.04321 -0.9 -0.3 -0.2
O 1.45800 -2.34935 -3.40936 0.4 0.1 0.0
O 0.07805 -1.70505 -1.87315 0.3 0.4 0.4
O -0.67103 -2.44763 -3.76442 0.6 0.2 0.2
C 3.69907 -1.39782 4.39069 0.4 0.3 -0.1
C 3.28160 -0.86986 3.02610 0.0 -1.0 0.5
C 3.67347 -1.65725 1.78893 1.4 -0.9 0.2
O 2.51663 -1.69366 0.98144 0.0 0.4 -0.1
C 1.46223 -1.30267 1.72088 0.1 -0.1 -1.2
O 0.34516 -1.25402 1.30909 0.1 -0.2 0.5
O 1.85213 -0.96700 2.94946 -0.2 1.0 0.7
H 3.27006 -0.78056 5.17992 -0.1 0.1 -0.1
H 4.78274 -1.30153 4.48660 0.0 -0.1 0.0
H 3.41501 -2.43121 4.58251 -0.1 0.0 -0.3
H 3.69117 0.13623 2.91224 -0.8 0.4 0.1
H 3.99943 -2.68555 1.97367 -0.3 -0.1 0.3
H 4.54690 -1.20455 1.31739 -0.4 0.2 -0.5
C 0.53996 4.01239 -3.26649 0.2 0.4 0.5
C 1.20804 2.88078 -2.54912 0.4 -1.2 -0.1
C 1.81869 3.07320 -1.16307 1.0 1.2 0.0
O 1.10089 2.24665 -0.29081 -0.4 -1.0 0.8
C 0.18703 1.49539 -0.97929 0.5 2.1 -1.4
O -0.59863 0.75648 -0.50617 0.2 0.0 0.7
O 0.22631 1.89440 -2.26324 -0.9 -1.2 -0.1
H 1.27895 4.75925 -3.56297 0.0 0.1 0.2
H -0.17957 4.43197 -2.56090 -0.1 0.3 -0.3
H 0.04691 3.67176 -4.17399 -0.1 -0.2 0.1
H 1.95116 2.39895 -3.19046 -0.1 0.0 -0.1
H 1.79210 4.09777 -0.77988 -0.4 0.0 -0.1
H 2.87920 2.81131 -1.15717 -0.1 -0.3 0.0
N -3.50370 0.72128 1.30272 -0.2 -0.5 0.2
C -2.43987 0.35558 2.04413 1.1 -1.5 0.8
C -2.45066 -1.05248 2.16789 -0.5 2.0 1.1
C -3.63215 -1.49529 1.55270 -0.5 0.2 0.2
C -4.22928 -0.38755 0.97911 -0.8 -0.2 0.1
H -3.82790 1.65859 1.14744 0.3 0.0 -0.3
H -1.73535 1.04881 2.47190 0.0 0.1 -0.3
H -1.77944 -1.66530 2.74469 0.2 0.2 0.0
H -3.98764 -2.50019 1.70784 -0.2 0.0 -0.8
H -5.12338 -0.24433 0.39619 0.0 -0.3 -0.1



# 5
39
Properties=species:S:1:pos:R:3:forces:R:3 method="wB97M-V/def2-TZVPD" homo_ev=-10.6 spin_multiplicity=1 mol_weight_da=502.4 lumo_energy_ev=-2.74 orbital_gap_ev=7.84 total_charge=+1
Pt -0.45437 0.12379 0.48719 0.2 0.4 -0.5
C 0.51178 2.81501 1.54396 0.0 0.0 0.2
C 1.73695 1.92888 1.31212 -0.1 0.0 -0.1
N 1.62817 1.19387 0.04665 0.4 0.0 -0.2
C 1.66752 1.96369 -1.19929 -0.1 0.0 0.1
C 0.64088 1.44271 -2.22236 -0.1 0.2 0.1
N -0.65529 1.09566 -1.62613 0.2 -0.2 -0.3
C -1.63203 2.16213 -1.38765 0.0 -0.1 0.0
C -1.23348 3.02986 -0.21211 -0.1 0.0 0.0
N -0.74664 2.24411 0.96668 0.0 -0.9 0.0
H 0.67780 3.80614 1.12339 -0.1 0.0 0.0
H 0.38368 2.94843 2.61704 0.0 0.0 0.0
H 1.77153 1.18476 2.10619 0.1 -0.1 -0.1
H 2.65000 2.53140 1.36549 -0.1 0.1 0.0
H 2.33304 0.46855 0.02912 0.0 0.0 0.0
H 2.65706 1.92223 -1.65811 0.0 0.1 0.0
H 1.47282 3.01138 -0.97451 0.0 0.0 0.0
H 1.03171 0.53422 -2.68171 0.0 0.0 0.0
H 0.52681 2.18905 -3.01573 0.0 0.0 0.0
H -1.09956 0.39838 -2.20896 0.0 -0.1 0.0
H -2.58067 1.67455 -1.16267 0.0 0.0 -0.1
H -1.77483 2.79259 -2.27270 0.0 0.0 0.0
H -2.08965 3.64150 0.07388 0.0 0.0 0.1
H -0.44690 3.71531 -0.51718 0.0 0.0 0.1
H -1.46699 2.21125 1.67647 0.0 0.3 0.1
F -0.90440 -4.29528 3.28927 -0.1 0.0 -0.1
C -1.39056 -4.61266 2.07825 0.0 0.0 0.0
F -1.25658 -5.93746 1.91645 0.0 0.2 0.0
F -2.70349 -4.32985 2.07873 0.2 0.0 0.0
C -0.67154 -3.85736 0.98934 0.1 0.0 -0.1
C -0.01536 -4.51559 -0.02474 0.0 0.0 0.0
C 0.64019 -3.79056 -1.02621 0.0 -0.1 0.1
C 0.61501 -2.42087 -0.97083 0.1 0.2 -0.1
N -0.02221 -1.77614 0.01494 -0.6 -0.1 0.3
C -0.66744 -2.45524 0.98383 0.1 -0.6 0.0
S -1.40104 -1.33903 2.03800 -0.2 0.6 0.4
H -0.01207 -5.59681 -0.03915 0.0 0.0 0.0
H 1.16279 -4.29200 -1.82630 0.0 0.0 0.0
H 1.11736 -1.81063 -1.71069 0.0 0.0 0.0



# 6
43
Properties=species:S:1:pos:R:3:forces:R:3 method="wB97M-V/def2-TZVPD" homo_ev=-4.0 spin_multiplicity=1 mol_weight_da=411.4 lumo_energy_ev=1.96 orbital_gap_ev=6.01 total_charge=-1
K -17.49068 -10.66133 6.65479 -0.3 -0.4 -1.5
C -16.49314 -8.25996 4.33839 1.2 -3.5 0.4
O -17.53344 -8.02121 5.30189 -0.7 0.7 0.9
O -16.51937 -9.56321 4.01008 -0.1 2.0 -0.3
C -16.48105 -7.20969 3.17987 -0.2 0.2 0.9
F -17.20278 -7.48856 2.09177 0.4 0.0 0.2
F -16.93857 -5.99326 3.64387 0.1 -0.2 -0.4
F -15.19250 -6.97104 2.81480 -0.4 -0.2 -0.3
C -17.33543 -7.00187 6.26988 -0.9 0.0 0.2
C -18.36784 -7.25930 7.37425 -0.9 0.2 -1.1
H -18.14531 -8.16372 7.94260 0.1 0.3 0.3
H -18.60315 -6.39060 7.98960 0.6 -0.1 0.4
H -19.32120 -7.43715 6.86594 0.0 -0.2 0.0
H -17.51814 -6.04452 5.78521 0.1 0.3 0.3
H -16.35403 -6.97173 6.75866 0.4 -0.3 -0.5
H -15.58195 -8.08656 4.94513 0.5 0.9 -0.3
C -20.28644 -13.09077 5.26461 1.8 1.4 -1.6
O -21.33806 -12.16828 4.89632 -1.3 -0.3 0.7
O -19.12342 -12.46034 5.12654 -0.4 -0.5 1.9
C -20.71531 -13.62317 6.66163 0.1 0.2 -0.7
F -19.77266 -14.38836 7.24807 0.0 0.0 0.1
F -21.05920 -12.65788 7.52624 0.4 0.3 0.4
F -21.82451 -14.39507 6.55627 -0.2 -0.4 0.0
C -22.40110 -12.66164 4.10402 0.6 0.5 -0.6
C -23.49031 -11.59617 4.14294 -0.7 -0.9 0.0
H -23.23622 -10.74722 3.51528 0.0 0.3 0.4
H -24.46939 -11.98160 3.83074 0.2 -0.2 -0.6
H -23.71445 -11.36592 5.18592 0.5 0.5 0.0
H -22.81268 -13.64703 4.34904 0.2 0.1 0.6
H -21.95613 -12.77689 3.10554 -0.5 0.0 -0.3
H -20.31282 -13.91323 4.52772 -0.6 -0.7 0.3
O -15.62706 -12.82058 6.27213 0.1 0.4 0.6
C -14.68375 -13.29732 6.82746 -0.6 -0.4 -0.6
O -14.29148 -12.95307 8.08485 -0.1 -0.1 0.6
C -13.16898 -13.76692 8.50961 -0.1 0.6 -1.1
C -12.59944 -14.21521 7.17502 1.7 -1.7 0.8
C -13.80111 -14.40627 6.28148 0.4 0.9 0.3
H -13.46888 -14.64131 9.08969 -0.4 0.2 0.1
H -12.48971 -13.15572 9.09775 -0.1 0.1 0.0
H -12.01376 -15.12075 7.38762 -0.2 -0.1 -0.3
H -11.83664 -13.55180 6.76650 -0.5 0.5 -0.1
H -14.34723 -15.34166 6.39830 0.2 -0.1 0.0
H -13.54993 -14.22731 5.24088 -0.4 -0.1 -0.1